The following is a quantum chemistry calculation of C6H9N in the gas phase, from OMol25.

Cartesian coordinates (Å):
1 C -0.133 -1.370 1.163
2 C -0.672 -0.192 0.391
3 C -0.129 0.338 -0.680
4 C 2.188 0.504 -1.074
5 C 0.766 0.694 -1.555
6 C -2.677 0.988 -0.071
7 N -1.889 0.406 0.817
8 H 0.937 -1.510 0.964
9 H -0.655 -2.314 0.983
10 H -0.210 -1.139 2.237
11 H 2.897 0.709 -1.874
12 H 2.268 -0.565 -0.822
13 H 2.432 1.067 -0.168
14 H 0.538 0.766 -2.618
15 H -3.545 1.358 0.508
16 H -2.116 0.260 1.798

## Properties
calculated total energy	-7853.071	eV
gap between HOMO and LUMO	8.615	eV
spin multiplicity	1
F_max	0.69	eV/Å
HOMO energy	-7.9	eV
total charge	0
ΔE to the lowest compared entry with this formula, charge and spin	491.0	kJ/mol